No. 1
Below is a single C4H5NO molecule at a distorted geometry, with properties calculated with the ωB97M-V functional and the def2-TZVPD basis.

Each line ends with the Mulliken charge.
CARTESIAN COORDINATES (ANGSTROEM)
1 C 1.0010 0.1774 0.9547  -1.002
2 C 0.6794 0.4508 -0.4886  0.578
3 O 1.5246 0.9244 -1.3516  -0.558
4 C -0.8382 0.0839 -0.9165  -0.282
5 C -1.4885 -0.9521 0.0403  0.213
6 N -1.9938 -1.7835 0.7661  -0.405
7 H 2.1658 0.3385 0.9926  0.297
8 H 0.4136 0.8936 1.6484  0.295
9 H 0.6882 -0.9366 1.4074  0.323
10 H -1.5298 1.1131 -0.9928  0.266
11 H -0.6222 -0.3095 -2.0599  0.276

Properties
HOMO energy = -0.388 Eh

***

No. 2
Below is 2 unconnected molecules or ions with the total composition C4H12S2 at a distorted geometry, with properties calculated with the ωB97M-V functional and the def2-TZVPD basis.

Each line ends with the Mulliken charge.
CARTESIAN COORDINATES (ANGSTROEM)
1 C -3.0369 -0.7264 0.8471  -1.144
2 C -1.7882 -0.9221 0.0306  -0.366
3 S -2.1231 -1.7901 -1.4954  -0.162
4 H -3.8067 -0.3717 0.2051  0.321
5 H -3.2175 -1.7426 1.1241  0.311
6 H -3.0669 -0.0103 1.6810  0.327
7 H -1.0557 -1.6264 0.5879  0.362
8 H -1.3346 0.1570 -0.1873  0.152
9 H -2.6329 -0.6639 -2.0989  0.140
10 C 2.9955 0.9992 0.7815  -0.981
11 C 2.7176 1.1764 -0.7025  -0.228
12 S 1.0092 0.5075 -0.7067  -0.358
13 H 2.4844 1.7923 1.2801  0.315
14 H 2.4538 0.0785 1.0067  0.309
15 H 4.0701 0.9541 1.0086  0.302
16 H 3.4300 0.5453 -1.3727  0.282
17 H 2.7344 2.2122 -0.9860  0.248
18 H 0.1674 -0.5690 -1.0034  0.170

Properties
HOMO energy = -0.316 Eh

***

Across the entries above, E_LUMO takes the values 0.1 0.7 eV, respectively.
Across the entries above, energy relative to the best compared isomer or geometry (same formula, charge and spin) takes the values 2.4270 3.0075 eV, respectively.
Across the entries above, total energy takes the values -285.32539 -955.85393 hartree, respectively.